DFT (ωB97M-V/def2-TZVPD) results for a molecular structure, C19H22MoN2Te at a distorted geometry.

The total energy is -1182.244965 hartree. As for the spin multiplicity: 3. Its frontier orbital gap (spin up / spin down) is 5.80 / 5.77 eV. For the relative energy (zero: lowest compared OMol25 entry of this formula, charge and spin), the calculation gives 0.0 kJ/mol. As for the total charge: +2. Its HOMO energy (spin up / spin down) is -14.21 / -14.23 eV. The expectation value of S² is 2.152.

Last column: Löwdin spin population.
Element x y z (Å)
C (-2.252, -1.138, -0.388)  0.03
C (-2.442, -0.004, -1.437)  0.05
H (-2.211, -2.113, -0.868)  0.01
H (-3.101, -1.120, 0.306)  0.01
H (-1.381, -1.108, 0.359)  0.00
H (-2.487, -0.415, -2.449)  0.01
H (-3.398, 0.477, -1.215)  0.00
H (-1.704, 0.886, -1.481)  0.01
C (0.303, -2.976, -0.512)  0.03
C (0.990, -4.113, -0.913)  0.00
C (1.908, -4.014, -1.960)  0.02
C (2.118, -2.777, -2.567)  0.00
H (-0.411, -2.999, 0.320)  0.00
H (0.800, -5.045, -0.382)  0.00
H (2.444, -4.897, -2.294)  0.00
H (2.824, -2.647, -3.375)  0.00
N (0.503, -1.768, -1.117)  0.02
C (1.435, -1.634, -2.115)  0.02
C (1.731, -0.265, -2.547)  0.00
N (0.970, 0.734, -1.976)  0.00
C (1.274, 2.042, -2.192)  0.00
C (3.125, 1.414, -3.598)  0.00
C (2.355, 2.409, -2.987)  0.00
H (0.637, 2.772, -1.697)  0.00
H (2.587, 3.460, -3.102)  0.00
C (2.808, 0.076, -3.383)  0.00
H (3.372, -0.744, -3.830)  0.00
H (3.985, 1.679, -4.206)  0.00
Mo (-0.448, 0.069, -0.495)  1.30
C (-0.821, 2.011, 0.255)  0.04
H (-1.125, 2.645, -0.597)  0.01
H (0.081, 2.436, 0.720)  0.01
H (-1.635, 1.972, 1.001)  0.02
Te (0.908, -0.062, 1.775)  0.35
C (-0.239, 0.703, 3.374)  0.03
C (-1.231, -0.111, 3.944)  0.01
C (-2.140, 0.472, 4.841)  0.00
C (-2.034, 1.826, 5.182)  0.00
C (-0.983, 2.604, 4.663)  0.00
C (-0.057, 2.038, 3.781)  0.01
H (-1.267, -1.164, 3.675)  0.00
H (-2.933, -0.145, 5.269)  0.00
H (-2.758, 2.271, 5.871)  0.00
H (-0.888, 3.652, 4.951)  0.00
H (0.788, 2.610, 3.394)  0.00